Entry 1:
An isolated molecule of C6H9N. Source: the Open Molecules 2025 dataset; level of theory: ωB97M-V/def2-TZVPD.

XYZ file:
```
16
Properties=species:S:1:pos:R:3
C 1.7746 0.3855 1.7093
C 1.5282 0.1137 0.2471
C 2.1558 0.5006 -0.8273
C 0.3745 -0.7882 -0.2082
C -0.9758 -0.1742 0.0743
C -1.6725 0.6189 -0.9573
N -2.0871 -0.7559 -0.6718
H 1.7010 1.4521 1.9329
H 2.7681 0.0441 2.0112
H 1.0403 -0.1415 2.3244
H 0.4754 -1.7519 0.3067
H 0.4322 -0.9998 -1.2836
H -1.1563 0.1103 1.1119
H -1.1955 0.7611 -1.9246
H -2.3117 1.4390 -0.6372
H -2.9342 -0.7644 -0.1110
```

The relative energy (zero: lowest compared OMol25 entry of this formula, charge and spin) is 4.949 eV. The lowest unoccupied orbital energy is 0.13 eV. Its total energy is -7853.2109 eV. As for the molar mass: 95.145 u.



Entry 2:
A cluster of 2 separate species, C5H12N in total at a distorted geometry. Source: the Open Molecules 2025 dataset; level of theory: ωB97M-V/def2-TZVPD.

XYZ file:
```
18
Properties=species:S:1:pos:R:3
C -0.0134 0.9367 -0.3180
C -0.2999 0.0547 -1.3407
C 0.7100 -0.8604 -1.9764
C -0.9611 1.9729 0.2332
H 1.0471 1.0954 -0.0435
H -1.3066 0.0924 -1.7786
H 0.4045 -1.9198 -1.9503
H 0.8538 -0.6063 -3.0388
H 1.7246 -0.7836 -1.5133
H -1.9805 1.8137 -0.1806
H -0.6213 3.0031 -0.0361
H -1.0044 1.9283 1.3166
C -0.2203 -1.1166 1.1353
N 0.6746 -0.9146 2.0554
H -0.0242 -1.8121 0.3670
H -1.2275 -0.7462 1.2858
H 0.4874 -0.3115 2.8544
H 1.6332 -1.2746 1.9303
```

The relative energy (zero: lowest compared OMol25 entry of this formula, charge and spin) is 1.959 eV. The lowest unoccupied orbital energy is -4.72 eV. Its total energy is -6861.5995 eV. Its charge is +1. As for the molar mass: 86.158 u.



Entry 3:
A structure of composition C6H14CdO4 at a distorted geometry. Source: the Open Molecules 2025 dataset; level of theory: ωB97M-V/def2-TZVPD.

XYZ file:
```
25
Properties=species:S:1:pos:R:3
C -0.3781 1.5268 -3.1606
O 0.4329 1.5561 -2.0273
C -0.1171 2.3462 -0.9528
C 0.6705 2.0654 0.3020
O 0.0588 0.9719 1.0338
C 0.5389 -0.5074 0.6675
C -0.6864 -1.3686 0.4576
O -1.5831 -0.6836 -0.4126
C -2.6431 -1.4809 -0.9104
Cd -1.8449 1.3928 0.0462
H 0.1080 0.8946 -3.9167
H -1.3744 1.0988 -2.9356
H -0.5244 2.5367 -3.5869
H -0.0199 3.4143 -1.2254
H 0.6565 2.9451 0.9641
H 1.7289 1.8035 0.1147
H 0.9633 -0.7863 1.6479
H 0.9982 -0.3484 -0.3207
H -1.1937 -1.5750 1.4148
H -0.3981 -2.3261 -0.0021
H -3.2772 -0.8322 -1.5261
H -2.2355 -2.3014 -1.5181
H -3.2402 -1.8912 -0.0819
O 2.1906 -2.4133 0.4628
H 2.3227 -2.5508 -0.4831
```

The relative energy (zero: lowest compared OMol25 entry of this formula, charge and spin) is 0.000 eV. The lowest unoccupied orbital energy (spin up / spin down) is 3.20 / 3.00 eV. Its total energy is -19198.2670 eV. Its charge is -1. As for the molar mass: 262.586 u. Its expectation value of S² is 0.75. As for the spin multiplicity: 2.